Record 1
Entry from the Open Molecules 2025 dataset: the molecule C6H6N2S2 (the ωB97M-V functional and the def2-TZVPD basis).

Structure (SMILES): c1cc([C@@H]2N=NCS2)cs1
Energy relative to the best compared isomer or geometry (same formula, charge and spin), kcal/mol: 35.6
HOMO-LUMO gap, eV: 9.42
LUMO energy, eV: 0.736

The geometry in XYZ format:
```
16
Properties=species:S:1:pos:R:3:lowdin_charge:R:1
S -1.44199 1.50807 -0.40286 0.8340
S 3.25381 0.38600 -0.12731 0.9930
N -1.41305 -0.76663 1.12204 0.0346
N -2.22997 -0.89102 0.28316 -0.1110
C 0.82985 0.23373 0.52027 -0.4349
C 1.01343 -0.86219 -0.34401 -0.1397
C -2.46900 0.04520 -0.76496 -0.5041
C 2.36811 -0.97952 -0.67737 -0.3776
C -0.55952 0.59079 0.99085 -0.4409
C 1.95092 0.98862 0.69845 -0.4441
H 0.16387 -1.30519 -0.85619 0.1026
H -3.60660 0.11315 -0.88888 0.1099
H -2.03463 -0.45243 -1.65851 0.0765
H 3.01758 -1.77716 -1.03687 0.0616
H -0.75646 1.11756 1.97529 0.1165
H 1.91363 2.05102 1.16691 0.1235
```

***

Record 2
Entry from the Open Molecules 2025 dataset: a cluster of 14 separate species, C15H34Cl26NO in total (the ωB97M-V functional and the def2-TZVPD basis).

HOMO-LUMO gap, eV: 8.62
LUMO energy, eV: -3.271
Total charge: +1

The geometry in XYZ format:
```
77
Properties=species:S:1:pos:R:3:lowdin_charge:R:1
Cl -4.47922 -3.11674 -7.10612 0.5551
Cl 9.40687 10.79079 1.20636 0.5065
Cl 4.10072 3.66649 1.76292 0.5203
Cl 0.86165 5.47774 2.39966 0.5049
Cl 6.84709 1.68504 -4.19163 0.5249
Cl -2.62365 -2.35832 1.41767 0.4906
Cl -0.58855 0.76626 -1.04078 0.5035
Cl -4.97115 -2.21002 -4.36617 0.5418
Cl 6.50153 1.08841 -1.33884 0.5334
Cl 4.56684 6.00285 5.50467 0.5092
Cl 0.88991 -1.66357 0.61045 0.4655
Cl -1.41377 -6.22695 -8.92076 0.4904
Cl 1.05444 4.99315 -0.49103 0.5333
Cl 0.27287 -0.87892 4.25101 0.5208
Cl -1.51516 1.61268 1.60462 0.5261
Cl -2.38388 -2.08060 -1.46939 0.5568
Cl -0.87695 -0.70528 6.95024 0.5375
Cl -1.01969 -3.55536 -10.08434 0.5130
Cl 6.53553 11.40424 1.06870 0.4940
Cl -4.94788 0.41508 1.93447 0.5353
Cl 3.68934 -2.54069 0.77620 0.5199
Cl -6.87611 -1.04148 3.60011 0.5226
Cl -1.88254 -4.42856 6.56252 0.5350
Cl -1.43985 -4.34118 3.65491 0.4515
Cl 3.10610 1.27830 0.37838 0.5331
Cl 6.65940 7.51697 4.10194 0.5227
O -5.18770 -5.60768 -2.10302 -0.0292
N -1.65997 -5.19081 -1.70466 0.1831
C -5.49668 -3.28522 -5.67637 -0.9908
C 2.09820 -2.56347 1.54202 -1.0250
C -2.82672 -5.04343 -2.68113 -0.1244
C -2.28410 -3.62576 5.04777 -1.0204
C 6.03649 2.13619 -2.69469 -1.0100
C -0.32423 1.87329 0.31962 -1.0131
C 4.43230 1.98858 1.31233 -0.9960
C -4.12774 -4.69391 -1.94417 -0.2977
C -2.18762 -4.78901 -9.60791 -1.0365
C -3.11220 -1.40991 0.01875 -1.0097
C 5.02194 6.85141 4.02678 -1.0344
C 0.49262 -1.24034 5.97483 -0.9966
C -6.58832 -0.24888 2.05205 -1.0034
C 7.82889 10.61006 1.97856 -1.0459
C 0.97606 6.20880 0.79552 -0.9961
H 4.96665 2.04007 -2.83564 0.0233
H -2.89811 -5.95732 -3.27132 0.1363
H -4.87547 -6.50459 -2.21227 0.0879
H -4.18815 -1.45124 -0.08819 0.0085
H -0.40219 2.89159 -0.03967 -0.0375
H 5.31813 1.95629 0.68998 -0.0550
H 1.87738 6.80751 0.74817 0.0247
H 7.59711 9.55412 2.04234 -0.0152
H -1.98868 -2.58512 5.11501 -0.0321
H -3.91456 -4.55298 -0.87165 0.1047
H -2.54368 -4.22783 -3.34816 0.1042
H 4.98365 6.14632 3.20492 -0.0164
H 0.66630 1.69032 0.72002 -0.0578
H -6.71941 -0.98184 1.26468 0.0214
H -2.75038 -5.08975 -10.48282 0.0285
H -0.93057 -4.50096 -1.89109 0.1444
H -6.51889 -3.03609 -5.93303 0.0333
H 7.87547 11.05759 2.96382 0.0243
H 6.31231 3.15283 -2.44282 0.0287
H 0.09405 6.81511 0.63073 0.0267
H -3.34946 -3.71629 4.87396 0.0305
H -1.23408 -6.11661 -1.74448 0.1704
H -2.76069 -0.39062 0.12470 -0.0639
H 0.58749 -2.31566 6.08380 0.0178
H -5.42546 -4.30793 -5.32548 0.0217
H -1.98265 -5.02764 -0.74678 0.1409
H 1.38327 -0.73138 6.32240 0.0284
H 4.32949 7.67072 3.87570 0.0255
H -2.82882 -4.37004 -8.84343 -0.0519
H -4.45725 -3.72446 -2.32229 0.0309
H 2.17194 -2.10189 2.51993 -0.0154
H 4.55670 1.41239 2.22086 0.0321
H -7.29008 0.56872 1.94216 0.0283
H 1.77349 -3.59361 1.62390 0.0204
```

***

Record 3
Entry from the Open Molecules 2025 dataset: a cluster of 2 separate species, C23H43F5N5O6 in total (the ωB97M-V functional and the def2-TZVPD basis).

HOMO-LUMO gap, eV: 6.29
LUMO energy, eV: -4.794
Total charge: +1

The geometry in XYZ format:
```
82
Properties=species:S:1:pos:R:3:lowdin_charge:R:1
F -5.15765 1.50201 4.63748 0.0451
F -3.84321 0.04105 6.04226 0.0385
F -2.37539 2.09805 3.91539 0.0327
F -4.88219 -0.86801 4.09672 0.0326
F -1.76128 -0.18594 4.29778 0.0245
O 6.01801 -1.35141 0.81193 -0.2218
O -3.90198 -3.82319 -0.15760 -0.0133
O 4.16096 0.61461 -0.38265 -0.2068
O 1.36595 0.45223 1.02042 -0.1649
O -0.44835 2.64782 -2.73608 -0.1181
O -1.51386 -3.97287 0.13199 -0.0889
N -1.08345 -0.10357 0.83279 -0.0351
N -3.18142 0.35093 2.27788 0.1431
N -2.22592 2.13701 0.71518 0.0076
N 8.14698 -0.05404 -2.78157 0.1352
N -4.51021 1.42228 -3.14002 -0.0513
C 9.85694 0.80333 -0.96800 -0.0671
C -2.69855 -4.45456 -2.33560 -0.1257
C 5.47598 -1.51237 -0.56751 -0.1434
C -2.70543 -4.06047 -0.73187 -0.2503
C -4.43176 3.26007 -0.16053 -0.1660
C -3.31790 3.15517 1.07351 -0.1080
C 5.58927 -1.06490 3.28182 -0.0927
C 0.15506 -0.03584 1.69866 -0.1590
C -4.19363 0.37467 4.61091 -0.1164
C 1.74678 -0.38952 -0.12442 -0.1678
C -2.59642 -3.11620 -3.32808 -0.1150
C -2.16719 0.85466 1.27497 -0.1023
C -1.20735 2.63303 -0.33021 -0.0714
C -5.62135 1.82724 -2.19002 -0.2493
C 4.97850 -1.58622 1.82609 -0.2609
C -2.82604 0.70230 3.70560 -0.1897
C -1.60222 2.23387 -1.87056 -0.1780
C 2.90355 0.33239 -1.09223 -0.1581
C 8.90176 0.32439 -1.98106 -0.2579
C -0.90032 -2.63680 0.03844 -0.1519
C 5.32089 0.04816 -1.14780 -0.1479
C -1.72995 -1.48908 0.87008 -0.1331
C -5.04559 1.81106 -0.62022 -0.1917
H -4.03634 3.91398 -1.05814 0.1204
H -6.00397 1.60713 0.04736 0.1241
H -3.91157 0.67715 -2.69716 0.0484
H -1.56831 -3.16386 -3.88918 0.0872
H -2.82440 4.23745 1.15129 0.1587
H 9.57938 0.47209 0.03823 0.0834
H -4.93741 1.08339 -4.02998 0.0820
H -4.15435 0.68712 2.06997 0.1434
H 6.33051 0.62037 -0.92438 0.1186
H 0.38949 -1.12676 2.10689 0.1667
H -1.74776 1.08911 -2.06821 0.1225
H -6.03549 2.91516 -2.39464 0.1308
H -4.32111 0.90041 -0.49760 0.0907
H -5.34378 3.87764 0.29883 0.1398
H 4.68256 -1.12253 4.03945 0.0801
H 4.71919 -2.72716 1.80646 0.1277
H -3.75934 -4.92618 -2.56205 0.1308
H 0.87086 -0.67084 -0.84884 0.1189
H 2.23483 -1.40622 0.24577 0.1236
H -3.92685 2.87189 2.03177 0.1274
H -6.45604 1.00128 -2.26610 0.1206
H -1.88514 -5.25591 -2.59611 0.1257
H 6.19118 -2.11962 -1.28100 0.1343
H -1.77359 -1.86665 2.00102 0.1534
H 3.06076 -0.38982 -2.01260 0.1419
H 0.36759 2.80686 -2.17642 0.0876
H 10.87018 0.43563 -1.16150 0.0850
H -2.51058 2.89687 -2.24161 0.1184
H -2.82608 -1.47120 0.39849 0.1424
H 5.84396 0.09726 3.19283 0.0956
H -0.11289 2.28195 -0.10993 0.1347
H -0.00363 0.67252 2.64575 0.1643
H 9.90852 1.89700 -0.94574 0.0840
H 3.98283 -0.99245 1.66608 0.0996
H 2.44536 1.33181 -1.50091 0.1243
H -1.19047 3.82305 -0.23668 0.1646
H -2.69561 -2.15323 -2.65380 0.0599
H -0.94672 -2.32207 -1.11060 0.1305
H 0.22668 -2.68203 0.35789 0.1290
H -3.49411 -3.08311 -4.10005 0.0946
H 4.39542 -2.01016 -0.53995 0.1204
H 5.16675 0.08964 -2.30875 0.1241
H 6.50742 -1.71831 3.59997 0.0848
```

***

Record 4
Entry from the Open Molecules 2025 dataset: a cluster of 3 separate species, C17H43ClO10P4S in total (the ωB97M-V functional and the def2-TZVPD basis).

Structure (SMILES): CCCCCCCCP(CCCCl)P(O)(O)=S.COP(=O)(OC)OC.COP(=O)(OC)OC
HOMO-LUMO gap, eV: 7.67
LUMO energy, eV: -1.047

The geometry in XYZ format:
```
76
Properties=species:S:1:pos:R:3:lowdin_charge:R:1
Cl -1.82044 -3.34088 0.06841 0.6286
S -1.94132 -2.54933 4.28971 0.2699
P -0.34589 -1.60042 4.82883 0.0457
P 0.65653 -0.56654 3.17375 0.8640
P -5.42896 1.10141 -0.39161 0.5833
P -2.54757 3.33123 -5.82958 0.5836
O -6.04891 0.60787 1.09661 -0.2405
O -1.38485 4.00603 -6.73477 -0.2641
O -1.49623 3.28935 -4.53068 -0.2243
O -0.60186 -0.58840 6.07324 -0.2472
O -3.95778 0.49046 -0.09138 -0.2666
O -4.75730 2.11494 -1.54269 -0.2498
O -6.25049 0.21493 -1.26997 -0.2594
O -3.54791 4.32021 -5.32205 -0.2660
O 0.72971 -2.71332 5.42150 -0.2737
O -3.41140 2.78434 -7.16895 -0.2427
C -0.47741 -3.94854 1.08587 -0.5671
C 3.33814 0.29465 2.79749 -0.2639
C -1.77855 2.27586 -3.54765 -0.1039
C 6.92532 -3.03494 3.10188 -0.0958
C -3.84129 -0.89645 0.21978 -0.1447
C 5.33709 -0.88485 0.77976 -0.1953
C 2.48851 -0.88274 3.34037 -0.4116
C 5.81108 -0.00254 1.95795 -0.1925
C -0.01389 -1.45018 1.66976 -0.4469
C -5.78945 1.47633 2.21441 -0.1183
C -5.49615 3.32750 -1.79533 -0.1078
C 5.58161 -3.03073 2.28705 -0.2499
C -2.97116 1.54102 -7.74563 -0.1179
C 0.58232 -2.87114 1.41645 -0.3043
C 4.84036 0.10460 3.16503 -0.2025
C -1.75163 4.98594 -7.69926 -0.1072
C 5.70302 -2.39642 0.88112 -0.2062
H -0.84704 -4.34214 2.03897 0.0477
H -6.19783 1.00844 3.10760 0.0880
H 1.06152 -3.19125 2.35311 0.0725
H 0.02973 -4.77694 0.57673 0.0720
H 6.97981 -3.97727 3.65644 0.0661
H -4.95861 3.90230 -2.54756 0.0805
H -6.27826 2.44085 2.06839 0.0792
H -1.92157 1.60371 -8.04670 0.0846
H 4.76783 -2.62547 2.89510 0.0700
H 6.77666 -0.35288 2.35407 0.1014
H -5.57104 3.92490 -0.88499 0.0788
H -2.76986 2.43179 -3.11847 0.0665
H -4.71400 1.62248 2.34992 0.0843
H -2.70005 5.46499 -7.45736 0.0856
H -1.81729 4.52072 -8.68466 0.0842
H -3.58019 1.34217 -8.62486 0.0874
H 6.95463 -2.15572 3.75362 0.0557
H -2.92129 -1.26731 -0.22487 -0.0004
H 7.74321 -3.00349 2.37026 0.0692
H -1.03047 2.34106 -2.76140 0.0898
H 0.20239 -0.79676 0.81202 0.0737
H 4.93006 -0.73117 3.87303 0.0897
H 6.01057 1.01256 1.58169 0.1074
H 4.97822 -2.93062 0.24204 0.0984
H 1.31582 -2.77527 0.60576 0.1065
H 5.85412 -0.50544 -0.11702 0.1055
H -3.10380 0.72418 -7.03498 0.0811
H 5.15263 0.99181 3.73854 0.1071
H 1.00383 -3.23780 4.65518 0.0408
H 6.68465 -2.61892 0.43881 0.1040
H -0.96681 5.74054 -7.72298 0.0888
H -1.72578 1.28431 -3.99981 0.0826
H 3.15087 0.51091 1.74011 0.0973
H -4.68061 -1.47998 -0.15948 0.0909
H -0.82085 0.28021 5.69825 0.0634
H -3.77306 -1.01660 1.30352 0.0820
H 5.34094 -4.09612 2.13397 0.0975
H 4.26488 -0.81373 0.56342 0.0898
H -1.10395 -1.44759 1.78579 0.0041
H 2.74994 -1.84649 2.88192 0.0559
H 2.99003 1.17919 3.35382 0.0948
H 2.70273 -0.93876 4.41895 0.0822
H -6.49590 3.09136 -2.16529 0.0883
```